# 1
129
Properties=species:S:1:pos:R:3 method="wB97M-V/def2-TZVPD" total_charge=-1 largest_force_ha_per_bohr=0.2886 total_energy_ha=-3306.481974 lumo_energy_ev=-1.100
H 0.901 5.111 -5.112
O -1.373 1.258 -5.268
C -0.715 -2.229 4.409
C -2.633 4.441 -6.866
H -0.947 -0.562 5.958
H 4.711 -3.467 0.478
H 1.755 -1.577 0.190
C -0.025 1.202 -5.034
H 4.033 -2.999 -0.988
C 2.336 1.521 4.617
O -1.464 4.958 -8.865
H -1.759 0.815 -1.965
C -1.401 4.834 -7.620
C 0.300 -1.330 5.051
H -0.901 -3.150 5.168
C 1.403 -2.794 -1.627
H 0.365 1.164 -6.889
H -1.873 2.815 7.895
H 3.401 0.745 -2.539
H -0.486 1.761 -2.278
H 1.974 3.712 1.445
H -0.071 2.224 1.937
C -3.432 -3.213 -5.378
O 2.434 -1.998 0.658
N -1.073 1.004 0.379
H -3.623 -1.037 -2.598
C -0.669 -4.466 -1.648
N -4.308 0.987 1.590
C 3.348 0.794 -0.179
C 2.848 1.721 0.915
O -4.119 1.409 0.450
H 1.560 -4.088 2.712
C 2.656 2.764 -1.931
H -3.165 -3.451 -3.298
H -0.547 0.442 2.333
C -3.277 -1.280 -3.623
O -2.464 0.911 5.178
H 3.232 -3.986 2.724
H -2.478 1.105 7.712
O -0.087 -6.813 -1.794
O 1.478 2.109 3.921
C 3.922 -3.680 -0.039
C 1.976 3.439 -0.808
C -3.705 -2.649 -3.937
O -3.306 1.149 2.284
H -2.414 -3.449 -5.403
H 1.286 4.280 -1.017
H -0.383 0.563 -3.210
C 2.360 1.755 6.192
C -0.124 5.023 -5.458
H 2.323 -1.537 5.640
H -1.600 1.951 -6.028
O -1.056 4.131 -3.544
H 2.336 -6.016 -1.889
H -3.328 3.446 -5.006
H 3.711 1.412 7.861
H 0.043 -0.765 -4.093
C 1.538 -2.172 5.519
H 1.516 -2.689 6.485
C 0.531 0.553 -6.297
O -5.138 -0.038 1.804
H 0.630 5.667 -7.690
C 3.615 1.172 6.820
C 2.290 -3.883 -1.740
H 1.311 0.404 -3.534
H -2.023 2.629 -2.354
H 0.462 2.163 -4.976
H -5.355 -3.720 -3.657
H 4.061 -4.718 -0.045
H -1.847 -4.571 -1.543
C -0.219 1.151 1.655
O 5.642 0.435 6.739
C -0.284 5.132 -6.893
H 1.619 -3.659 0.173
C 2.549 -4.096 2.041
H 3.325 0.490 2.955
H -3.811 3.066 6.062
H -0.718 -2.194 -1.513
H -0.968 1.515 7.610
C 1.720 -5.272 -1.798
H -3.919 -2.455 -6.035
H 0.781 -0.661 4.315
H -1.698 -1.655 4.442
C -2.449 4.055 -5.406
H -2.561 0.952 4.174
C 4.668 0.611 6.180
H -0.440 -2.619 3.369
H 1.685 2.356 6.826
H 3.371 -3.763 -1.970
O -2.067 -2.784 0.801
C 4.530 0.275 4.798
H 2.557 -5.045 1.906
H -3.999 -4.047 -5.663
C -3.012 3.185 5.490
O 2.577 3.240 -3.055
H 3.737 -0.168 0.064
H 1.758 -3.004 4.901
C -0.058 -3.033 -1.669
H -2.148 -1.173 -3.820
C -1.737 1.916 7.289
O -1.086 3.345 -0.094
H -3.397 3.920 -7.366
C -1.537 1.770 -1.951
C 3.217 1.392 -1.653
C 2.179 2.946 0.534
H -2.636 4.131 5.788
O 3.052 1.355 2.027
H -1.181 0.063 -0.171
C -1.945 2.179 5.766
N -1.632 -2.127 -0.139
H 0.109 -0.342 -6.527
H -3.687 -0.556 -4.592
O -5.092 -2.745 -3.686
O 1.886 -1.646 -1.404
C 0.336 -5.620 -1.821
O -2.623 -1.700 -0.931
H -3.269 3.412 4.395
O -0.581 -1.551 -0.144
C -1.199 2.145 -0.530
H -1.113 2.529 5.249
C -1.205 4.313 -4.695
O -0.163 -0.670 6.219
C 2.600 -3.405 0.632
H 0.666 0.703 1.414
H 1.555 0.358 -6.065
C 3.353 0.714 3.959
H 5.276 -0.252 4.295
C 0.278 0.385 -3.920
H -2.044 1.029 0.924

=====

# 2
127
Properties=species:S:1:pos:R:3 method="wB97M-V/def2-TZVPD" total_charge=+1 largest_force_ha_per_bohr=0.1830 total_energy_ha=-2720.711672 lumo_energy_ev=-2.771
H -7.038 1.793 8.183
H 5.497 2.892 -2.811
C -4.346 -4.262 3.048
H -5.042 0.174 -1.587
H -5.819 0.505 8.270
C -4.688 -4.127 4.485
H 5.127 1.272 -4.325
H 3.345 1.473 -4.210
H 2.217 -3.005 -4.614
C -3.976 -1.155 -0.134
N -2.265 4.719 1.856
C 3.428 3.580 -2.618
H 5.514 8.134 -5.651
C -4.045 -0.091 -1.149
H 3.776 -3.653 -4.064
H 2.126 3.141 2.463
H -10.007 -0.505 -2.565
C 5.227 7.669 -0.818
C 3.002 -3.734 -4.828
H 0.677 -12.104 -2.848
C 4.280 -1.077 -0.814
N -8.844 -0.193 -5.501
C -0.374 -11.789 -1.036
C -0.169 -12.526 -2.307
C -1.542 0.261 -0.951
H 8.823 5.675 -1.954
H -5.741 -4.359 4.639
N 0.792 3.076 -0.175
C -0.452 -8.005 -1.909
C -5.134 2.321 7.426
H -4.495 -3.106 4.817
H 5.813 6.959 -0.233
H 4.648 2.032 -1.491
C -1.076 -0.344 5.525
N 5.860 7.477 -3.371
C -9.031 -0.600 -4.443
H 3.876 3.554 -0.018
H 4.199 7.130 -6.289
H -3.466 4.315 4.771
H 3.441 -3.507 -5.804
C -1.495 -0.786 0.085
C 4.514 2.424 -2.530
H -1.070 -1.401 5.781
H -0.231 -4.117 7.795
H 4.736 -2.014 -0.379
N -3.537 0.455 5.027
O 3.324 -0.906 -3.444
C -5.989 1.576 8.380
H 9.351 4.062 -2.479
H -2.628 -2.331 1.262
H -1.062 -12.450 -2.927
H -2.884 1.424 -2.350
N 1.064 -6.654 -3.601
H 3.860 8.771 -5.701
H 5.480 0.448 0.204
O 5.004 -0.641 -1.981
H 2.971 4.994 0.050
C -7.014 -4.371 0.457
N -2.908 -2.601 7.010
N -4.079 -4.368 1.934
C -1.131 -3.970 8.392
N -4.472 2.898 6.687
H -1.543 -4.942 8.662
H 2.091 2.128 -2.204
C 4.262 1.273 -3.601
H 5.431 8.678 -0.463
N -0.532 -11.227 -0.040
N 6.681 3.619 -0.821
H -1.804 3.698 4.827
H -0.396 3.073 -1.981
H -0.266 -9.074 -2.011
H -0.665 0.226 6.358
C 0.474 3.225 1.287
C -0.167 0.961 -1.278
H 3.200 -1.305 -0.994
H -3.102 2.696 4.148
H 3.823 4.533 -2.187
C 4.835 8.685 -7.580
C -0.316 2.518 -1.000
C -9.273 -1.126 -3.077
N 1.392 2.477 2.182
C 8.494 4.727 -2.379
H 3.304 3.778 -3.725
H -4.905 -1.697 0.207
N 5.027 9.101 -8.633
C -2.467 4.288 2.903
C 5.587 7.557 -2.253
H -8.344 -1.122 -2.508
H -9.650 -2.147 -3.135
N 2.957 3.978 0.130
H -0.872 -3.427 9.300
C 0.403 -7.246 -2.857
C -7.237 -2.944 0.129
C -2.466 0.102 5.246
H 4.239 -0.340 1.329
H -4.082 -4.813 5.076
H -7.738 -4.698 1.203
H 1.893 1.815 1.575
N 1.957 -6.229 -4.824
H 0.386 4.316 1.556
C 7.471 4.104 -1.501
H -0.515 -1.037 0.568
H -0.226 -7.703 -0.887
C -2.702 -1.521 0.494
C 4.587 8.146 -6.220
H 0.671 0.494 -0.693
C -2.132 -3.199 7.613
C 1.945 3.405 -0.700
H -1.502 -7.803 -2.116
N 2.101 3.157 -2.102
H 4.167 7.452 -0.685
C 4.164 -0.164 -2.982
H 8.070 4.910 -3.367
H -1.312 2.689 -0.499
H -0.454 -0.185 4.644
C 4.436 0.059 0.303
H 0.032 0.830 -2.383
N -7.410 -1.833 -0.110
C -2.726 3.713 4.246
C 2.434 -5.109 -4.826
H -7.127 -4.982 -0.439
H 0.031 -13.576 -2.097
H -6.007 -4.505 0.854
H 3.710 0.883 0.025
H -5.750 1.873 9.401
H -0.551 2.796 1.467
C -2.817 0.618 -1.576

=====

# 3
134
Properties=species:S:1:pos:R:3 method="wB97M-V/def2-TZVPD" total_charge=+1 largest_force_ha_per_bohr=0.0614 total_energy_ha=-10243.016209 lumo_energy_ev=-2.441
N -0.979 -0.603 -0.774
H -2.063 -7.177 -1.038
N -2.587 -0.774 2.206
H 3.378 -2.874 -0.567
H 5.965 -0.797 -8.225
H -2.996 2.923 -1.596
H -3.223 -6.374 -3.101
S 3.827 8.291 4.956
C -2.575 -4.356 -2.880
H 1.454 -2.411 -0.037
H -2.093 2.123 4.178
H 1.271 4.288 3.019
H -3.703 -1.377 -0.765
C -6.588 -8.175 -3.915
C -7.601 -8.765 -4.891
H -3.022 3.911 2.783
H -4.488 5.639 3.738
O -4.603 1.336 3.534
O -5.925 -5.930 -5.122
S 0.743 5.032 5.223
C -2.029 -6.138 -1.333
H -5.823 3.659 3.503
H 4.307 -2.696 -6.529
C 2.595 3.327 4.489
C -5.771 -8.206 -6.458
C 4.149 8.632 6.694
H -0.074 -0.827 3.567
H 5.882 -2.549 -8.335
C -2.653 -5.683 -2.484
O 4.576 0.348 -5.049
H 3.359 4.079 4.281
O 0.757 1.874 -2.161
H 1.601 -3.589 -3.923
O 2.930 9.294 4.446
C -2.358 0.917 -2.085
C 5.638 8.986 6.795
C -1.342 -3.881 -1.053
H 2.287 -0.467 0.147
H -0.479 -3.184 0.773
H 1.120 4.161 7.410
H 2.421 -2.208 -3.207
H 1.304 0.960 0.071
O 3.554 6.888 4.781
H 6.220 8.082 6.987
H 5.431 9.117 3.393
H -7.027 -7.495 -3.188
C 5.484 8.663 4.380
H -3.047 -0.320 2.996
H -0.845 -5.443 0.343
H -6.182 -7.514 -7.190
O 1.700 -5.408 -1.611
H 5.632 10.588 5.341
O -4.090 -7.531 -4.513
H -4.156 1.929 -2.459
Br -1.608 1.889 0.450
H -6.251 -10.200 -5.773
H 7.140 9.672 5.362
H 4.040 -3.702 -1.966
C -0.640 -2.792 -0.231
C -5.273 3.733 4.440
C 4.670 -1.692 -6.743
C 0.765 -2.300 -0.871
C 1.971 -4.243 -1.552
H 3.870 -1.093 -7.171
H 3.895 7.751 7.278
C 1.237 3.819 4.000
H 6.034 7.724 4.333
C 6.058 9.588 5.448
O -4.694 1.682 6.024
O 1.261 6.308 4.829
C -2.761 2.847 4.642
C -6.781 -9.295 -6.075
H 7.523 -0.911 -4.737
H -3.994 5.212 5.369
C 0.458 -0.782 -1.031
H 3.418 2.983 6.485
C -1.352 -5.181 -0.576
C -1.610 -1.648 -0.331
N -1.921 -3.444 -2.163
H -5.966 3.893 5.262
H 3.516 9.466 6.990
H 2.885 2.402 3.991
C 5.917 -1.715 -7.636
H 7.206 -2.794 -6.273
H -6.027 -8.958 -3.405
H 3.773 -4.567 -0.450
O -0.656 4.839 5.545
C 1.253 -0.129 0.187
H -4.837 -8.623 -6.826
H 1.501 2.256 -1.672
H 3.214 -0.575 -1.670
H 0.498 3.016 4.009
H 0.701 -2.095 -3.699
H -3.270 -2.808 0.154
H 2.475 5.161 6.826
S -4.416 2.177 4.702
H -2.802 2.587 -3.347
H -5.213 -1.323 2.471
C 0.689 -0.383 1.508
C 7.140 -1.797 -6.714
S -5.443 -7.277 -4.955
C -3.051 -1.744 0.029
H 3.202 -0.238 -3.406
S 5.184 -0.953 -5.188
N 0.987 -3.252 -1.962
H -5.560 -1.154 0.750
Br -2.399 -0.337 -3.500
C 2.868 0.121 -2.436
H -7.415 -9.555 -6.920
C -3.443 -1.081 1.333
H 5.821 9.674 7.619
C -4.914 -0.806 1.556
H -8.285 -7.986 -5.234
H -5.039 0.255 1.763
C 6.907 -0.758 -5.620
H -2.038 4.771 3.966
H 7.038 0.255 -6.000
H 1.842 2.255 6.207
C -1.697 0.634 -0.964
H -3.075 -4.053 -3.793
C -4.180 4.810 4.372
C 2.453 3.138 6.005
C 1.464 -2.735 -3.257
C 3.359 -3.816 -1.120
C 1.758 4.388 6.559
H -2.446 3.047 5.664
H 3.348 1.088 -2.267
H 8.067 -1.605 -7.252
C -3.092 2.179 -2.380
H -8.193 -9.550 -4.424
C -2.906 4.137 3.849
P 1.037 0.283 -2.509
O 5.071 -1.945 -4.142
C 0.422 -0.739 2.628